Entry 1:
{"formula": "C7H10NO4S", "method": "ωB97M-V/def2-TZVPD", "fmax_ev_per_a": 5.3, "e_lumo_ev": 3.1, "de_lowest_kcal_mol": 16.4, "homo_lumo_gap_ev": 7.81, "total_charge": -1, "energy_ev": -27936.291, "symbols": ["C", "C", "C", "C", "C", "C", "C", "N", "O", "O", "O", "O", "S", "H", "H", "H", "H", "H", "H", "H", "H", "H", "H"], "coordinates": [[1.36848, -1.84215, 0.07105], [0.66898, -0.36916, 2.61168], [2.09443, 0.54534, -0.84875], [-0.17765, 2.04989, -1.01534], [0.95165, -0.46448, -0.82746], [-2.53411, 0.08142, 0.48891], [-1.40613, -0.50597, -0.45714], [-0.21323, 0.30480, -0.20625], [1.59160, -1.70262, 1.27229], [1.54986, 0.40311, 2.61158], [1.37976, -2.81343, -0.65398], [-0.31003, -0.92723, 2.95341], [1.56568, 2.15610, -1.49937], [2.53837, 0.79072, 0.03697], [2.87758, -0.02785, -1.45942], [-0.82729, 2.12058, -1.82160], [-0.55431, 2.60117, -0.09100], [0.60544, -0.84371, -1.79822], [-3.41468, -0.17884, -0.06248], [-2.45100, -0.42043, 1.57051], [-2.39665, 1.11316, 0.73469], [-1.64848, -0.48007, -1.46039], [-1.25828, -1.59035, -0.14970]]}

Entry 2:
{"formula": "C6H9N", "method": "ωB97M-V/def2-TZVPD", "fmax_ev_per_a": 0.3, "e_lumo_ev": 0.9, "smiles": "[H]/N=C(\\C)C=C=CC", "de_lowest_kcal_mol": 51.8, "homo_lumo_gap_ev": 10.06, "total_charge": 0, "energy_ev": -7855.911, "symbols": ["C", "C", "C", "C", "C", "C", "N", "H", "H", "H", "H", "H", "H", "H", "H", "H"], "coordinates": [[-0.47370, 2.14357, -1.74207], [-0.96825, 0.98867, -0.90957], [-0.11497, 0.62716, 0.24029], [-0.08326, -0.52078, 0.87100], [1.51191, -2.28234, 1.47155], [0.17578, -1.58279, 1.57919], [-2.05762, 0.35364, -1.09647], [-0.06872, 2.94534, -1.12155], [0.33513, 1.81798, -2.39969], [-1.25943, 2.56304, -2.37049], [0.50478, 1.41674, 0.65491], [1.54467, -3.18454, 2.08286], [2.26806, -1.59248, 1.86457], [1.77724, -2.53663, 0.43992], [-0.53963, -1.89229, 2.33989], [-2.55198, 0.73571, -1.90435]]}